(1)
Molecular formula: CH3F2PS
Method: DFT, ωB97M-V/def2-TZVPD

```
8
Properties=species:S:1:pos:R:3:forces:R:3
C 0.16310 -2.39786 -1.01519 -1.3 1.8 -0.5
F -0.01338 -3.41499 -0.26992 -0.7 0.2 0.2
F -0.99378 -1.59553 -0.91479 2.0 -2.0 0.2
P -0.05228 1.07220 1.20740 2.3 -0.5 0.6
S 0.88175 1.33104 -0.72601 -0.8 -0.5 0.0
H -0.63675 2.30253 1.42115 -0.6 0.7 -0.3
H -0.97420 0.49306 0.45938 -2.4 -1.0 -0.5
H 1.62554 2.20955 -0.16201 1.5 1.2 0.3
```
Positions in Å, forces in eV/Å.

## Properties
Calculated total energy in eV: -26641.31556
Spin multiplicity: 1
HOMO-LUMO gap in eV: 8.5776
LUMO energy in eV: -0.266
Max |F| in hartree/bohr: 0.056
Energy above the lowest of the compared OMol25 structures with the same formula, charge and spin in kcal/mol: 114.1

=====

(2)
Molecular formula: C12H19IrNO8P2S2
Method: DFT, ωB97M-V/def2-TZVPD

```
45
Properties=species:S:1:pos:R:3:forces:R:3
Ir -0.23539 -0.47683 -0.29394 0.1 -0.9 0.2
C -4.85784 -0.63311 -0.47587 0.0 0.0 0.0
C -3.80840 -1.17670 0.48059 0.2 -0.2 0.0
O -4.45561 -1.71924 1.62408 -0.2 0.3 0.0
P -2.78761 -2.50098 -0.29423 0.1 -0.5 0.0
O -2.28361 -3.53538 0.76157 -0.7 0.3 -0.1
O -3.86345 -3.32641 -1.11877 0.3 -0.1 -0.2
O -1.69237 -1.93885 -1.15458 -0.4 0.3 0.4
P -2.57199 0.10183 0.93515 -0.4 0.5 -0.1
O -3.29969 0.98979 2.03563 0.0 0.2 -0.1
O -1.43262 -0.71926 1.52463 0.1 0.1 -0.3
O -2.08867 0.94813 -0.21973 0.0 -0.2 -0.2
H -5.58403 -1.40953 -0.70854 0.0 0.0 0.0
H -4.38996 -0.28918 -1.39813 0.0 0.0 0.0
H -5.37443 0.20397 -0.00491 0.0 0.0 0.0
H -3.84627 -1.76863 2.37119 0.1 -0.1 -0.1
H -1.59619 -3.27021 1.44178 0.2 -0.2 -0.2
H -3.50167 -4.13524 -1.51843 -0.1 0.2 0.1
H -3.46564 1.89218 1.71421 0.1 -0.3 0.2
C 2.31185 -0.38726 2.38173 0.0 -0.2 0.0
O 1.45520 -1.41007 2.92059 -0.1 0.1 -0.1
C 0.79101 -2.24841 2.14647 0.2 0.3 -0.1
S -0.18103 -3.36139 2.86747 0.3 0.0 0.3
S 1.03634 -2.24194 0.38205 0.2 -0.4 0.0
H 2.78304 0.06750 3.24728 0.0 0.0 0.0
H 1.72262 0.34521 1.83771 -0.1 0.0 0.0
H 3.05868 -0.81788 1.71687 0.0 0.0 0.0
C 3.31240 -0.48183 -2.46961 -0.1 0.0 0.0
C 3.23408 0.91352 -1.91603 0.0 -0.1 -0.1
C 4.24403 1.83855 -2.10506 0.0 0.0 0.0
C 4.14231 3.11807 -1.57315 0.0 0.0 0.0
C 3.02066 3.48893 -0.84485 0.0 0.0 0.0
C 1.97864 2.60124 -0.62760 -0.1 0.0 0.1
C 0.75091 3.00588 0.13445 0.0 -0.1 0.0
C 2.10140 1.30161 -1.16731 0.1 -0.3 -0.3
N 1.12306 0.38077 -0.95575 0.1 1.2 0.5
H 4.28311 -0.66556 -2.92735 0.0 0.0 0.0
H 2.53685 -0.64481 -3.22233 0.0 0.0 0.0
H 3.14333 -1.22048 -1.68289 0.0 0.0 0.0
H 5.12344 1.55380 -2.67105 0.0 0.0 0.0
H 4.94317 3.83041 -1.72639 0.0 0.0 0.0
H 2.94640 4.49156 -0.44114 0.0 0.0 0.0
H 0.86309 4.01190 0.53681 0.0 0.0 0.0
H 0.54808 2.31803 0.95800 0.0 0.0 0.0
H -0.13728 2.97631 -0.50062 0.0 0.0 0.0
```
Positions in Å, forces in eV/Å.

## Properties
Calculated total energy in eV: -73713.25099
Spin multiplicity: 2
HOMO-LUMO gap (spin up / spin down) in eV: 7.1489 / 7.0860
LUMO energy (spin up / spin down) in eV: -0.567 / -1.041
Max |F| in hartree/bohr: 0.026
Energy above the lowest of the compared OMol25 structures with the same formula, charge and spin in kcal/mol: 0.0

=====

(3)
Molecular formula: C5H9N2S3
Method: DFT, ωB97M-V/def2-TZVPD

```
19
Properties=species:S:1:pos:R:3:forces:R:3
C 0.23494 1.69835 -0.07465 -4.5 0.4 1.6
C -2.21663 -0.50294 0.06119 -1.5 -0.1 -0.5
C 0.06338 -1.22446 0.55472 3.6 0.2 1.7
C -1.00387 -2.03356 -1.43710 -2.5 1.6 1.4
C 2.58713 2.44953 0.62236 -1.3 -6.1 1.9
N -0.84208 1.75767 0.44094 3.3 -0.2 -1.4
N -1.04628 -1.04262 -0.28037 -1.5 -0.8 -1.2
S -3.74965 -0.97028 -0.40110 1.5 0.5 0.6
S -2.22887 1.08097 0.94933 -1.0 -0.7 0.4
S 1.57414 1.83541 -0.91282 2.2 1.0 0.2
H 0.02397 -0.71932 1.50430 -0.6 0.5 0.4
H 0.24207 -2.27117 0.88139 -0.4 0.3 -0.6
H 1.09228 -0.85848 0.14902 -1.8 -0.7 0.0
H 0.03259 -1.95386 -1.46134 1.8 -0.9 -2.0
H -1.34438 -3.02194 -1.08035 0.1 0.5 -0.4
H -1.66230 -1.57726 -2.24529 1.3 -1.0 0.7
H 1.84867 2.58586 1.46734 1.0 0.1 -1.1
H 3.11540 3.26578 0.37052 1.7 2.9 -1.0
H 3.27950 1.50233 0.89189 -1.5 2.5 -0.6
```
Positions in Å, forces in eV/Å.

## Properties
Total charge: +1
Calculated total energy in eV: -40806.47327
Spin multiplicity: 1
HOMO-LUMO gap in eV: 7.2616
LUMO energy in eV: -4.991
Max |F| in hartree/bohr: 0.126
Energy above the lowest of the compared OMol25 structures with the same formula, charge and spin in kcal/mol: 28.9

=====

(4)
Molecular formula: C20H36N2O4S
Method: DFT, ωB97M-V/def2-TZVPD

```
63
Properties=species:S:1:pos:R:3:forces:R:3
C -2.31439 -3.18662 -1.57772 0.0 0.2 -0.2
C -1.70751 -2.25995 -2.62684 0.1 0.0 0.0
C -0.18903 -2.06236 -2.51757 -0.1 -0.1 0.1
C 0.55944 -3.39195 -2.58755 0.0 0.3 0.0
C 0.21867 -1.30375 -1.23651 0.1 0.1 -0.2
N 1.65422 -1.13262 -1.18656 -0.3 0.1 -0.3
C 2.37533 -1.43435 -0.08009 0.4 0.1 -0.4
O 1.91158 -2.05393 0.85515 -0.1 -0.1 0.4
C 3.80630 -0.92066 -0.13108 -0.2 -0.1 0.5
C 4.72749 -1.77935 0.73271 0.1 0.0 -0.3
C 6.14060 -1.20733 0.75226 -0.2 0.1 0.3
C 6.14743 0.23329 1.26453 0.3 0.1 -0.4
C 7.56381 0.80106 1.27919 -0.3 -0.1 0.1
C 5.22604 1.08790 0.39344 -0.2 -0.1 0.4
C 3.80838 0.52536 0.38199 0.2 0.1 -0.3
C -0.40390 0.09297 -1.20932 0.0 -0.4 0.4
O 0.14400 1.04806 -1.72734 0.1 0.3 -0.3
N -1.57114 0.19119 -0.54792 -0.5 0.0 0.2
C -2.32397 1.42213 -0.50359 0.1 0.3 0.0
C -1.80847 2.36575 0.59423 0.0 -0.1 0.0
C -1.81813 1.72179 1.97125 -0.4 0.1 0.1
S -3.48630 1.28721 2.55883 0.1 0.1 0.4
C -4.13873 2.94561 2.91228 0.3 -0.5 -0.2
C -3.79571 1.05899 -0.34604 0.2 -0.1 -0.3
O -4.20218 -0.07374 -0.36737 -0.1 -0.1 -0.1
O -4.57131 2.14091 -0.28273 0.3 0.3 -0.1
C -5.96262 1.88724 -0.12627 -0.3 -0.2 0.0
H -3.39857 -3.16247 -1.65397 -0.1 0.0 0.1
H -2.04540 -2.88717 -0.56828 0.0 0.0 0.2
H -1.98471 -4.21097 -1.72765 0.0 -0.1 0.1
H -1.91947 -2.67329 -3.61602 0.0 0.1 0.0
H -2.19949 -1.28650 -2.57659 -0.1 0.0 -0.1
H 0.12231 -1.44202 -3.36742 0.0 0.0 0.0
H 0.38787 -3.97520 -1.68730 0.0 -0.1 0.1
H 0.22634 -3.96560 -3.44915 0.0 -0.1 -0.1
H 1.62905 -3.22185 -2.67792 0.1 -0.1 0.0
H -0.05617 -1.87321 -0.34471 0.0 0.1 -0.1
H 2.01841 -0.46140 -1.84785 0.1 0.0 0.1
H 4.15779 -0.93306 -1.16851 0.0 0.0 0.0
H 4.32110 -1.81559 1.74474 0.0 -0.1 0.0
H 4.74096 -2.80076 0.34680 0.0 0.0 0.1
H 6.77710 -1.82721 1.38705 0.1 0.0 0.0
H 6.55653 -1.22975 -0.25860 0.1 0.0 -0.1
H 5.75768 0.23821 2.28867 0.0 0.0 0.0
H 7.98067 0.80929 0.27397 0.1 0.0 -0.1
H 7.56462 1.82078 1.65820 0.1 0.1 0.0
H 8.21093 0.19866 1.91276 0.1 0.0 0.1
H 5.20896 2.11382 0.76799 0.0 0.1 -0.1
H 5.61635 1.11211 -0.62715 0.1 0.0 -0.1
H 3.40210 0.53703 1.39616 -0.1 0.0 0.0
H 3.16324 1.14641 -0.24484 -0.1 0.0 0.1
H -2.06504 -0.62942 -0.22308 0.1 0.0 -0.1
H -2.20666 1.94152 -1.46549 -0.1 -0.1 0.1
H -0.78047 2.63517 0.34210 0.0 0.1 -0.1
H -2.41377 3.27293 0.58683 0.1 0.0 0.0
H -1.37371 2.38681 2.71211 0.1 -0.1 0.0
H -1.26534 0.78287 1.96147 0.1 0.0 0.1
H -4.29423 3.49009 1.98526 -0.1 0.1 0.0
H -3.44545 3.47323 3.56085 0.0 0.1 0.1
H -5.08640 2.80484 3.42139 -0.1 0.0 0.1
H -6.32873 1.26850 -0.94720 0.0 0.1 0.1
H -6.13858 1.36466 0.81636 0.0 0.0 0.0
H -6.45255 2.85733 -0.12821 0.0 0.0 0.0
```
Positions in Å, forces in eV/Å.

## Properties
Calculated total energy in eV: -43332.27223
Spin multiplicity: 1
HOMO-LUMO gap in eV: 9.4463
LUMO energy in eV: 0.696
Max |F| in hartree/bohr: 0.011
Energy above the lowest of the compared OMol25 structures with the same formula, charge and spin in kcal/mol: 0.1

=====

(5)
Molecular formula: C5H10F2N2S
Method: DFT, ωB97M-V/def2-TZVPD

```
20
Properties=species:S:1:pos:R:3:forces:R:3
C -1.97272 -2.13845 3.96956 0.0 0.1 -0.1
C -1.25662 -1.25729 3.27295 -0.1 -0.1 0.0
N -0.12778 -0.60103 3.75860 0.0 -0.1 0.2
C 0.60784 0.30656 3.03672 -0.1 0.0 -0.3
N 0.30611 0.62445 1.84023 0.3 0.1 0.3
S 1.34115 1.77462 1.09947 -0.2 -0.2 0.0
H -1.72185 -2.41421 4.99157 0.0 0.1 -0.1
H -2.84075 -2.60915 3.52272 0.2 0.1 0.1
H -1.50104 -0.97725 2.25384 0.0 -0.1 0.1
H 0.17214 -0.80262 4.70024 0.0 0.1 -0.2
H 1.45739 0.70965 3.59573 0.0 0.0 -0.1
H 0.67890 1.79651 -0.06431 0.0 0.0 0.1
C 1.35548 0.65187 -4.73258 0.1 0.0 0.0
C -0.09876 0.73918 -4.35889 0.2 -0.1 -0.4
F -0.43367 -0.31175 -3.55477 -0.1 0.0 0.1
F -0.32722 1.88518 -3.65416 -0.1 0.0 0.1
H 1.95914 0.66333 -3.82122 -0.1 0.0 -0.1
H 1.63334 1.50308 -5.35909 -0.1 -0.1 0.1
H 1.54896 -0.27603 -5.27918 -0.1 0.2 0.1
H -0.78004 0.73336 -5.21743 0.0 0.0 0.2
```
Positions in Å, forces in eV/Å.

## Properties
Calculated total energy in eV: -24596.53326
Spin multiplicity: 1
HOMO-LUMO gap in eV: 8.7643
LUMO energy in eV: 0.951
Max |F| in hartree/bohr: 0.009

=====

(6)
Molecular formula: C4H8N2O
Method: DFT, ωB97M-V/def2-TZVPD

```
15
Properties=species:S:1:pos:R:3:forces:R:3
C 0.51112 0.64867 1.57405 0.0 0.0 0.1
N -0.08270 0.36207 0.27823 0.1 0.0 0.0
C -1.45719 0.77986 0.06699 -0.1 0.2 0.0
C -1.12088 -0.65464 0.23692 -0.1 -0.2 0.0
H 1.35973 -0.02327 1.73304 -0.1 0.1 0.0
H -0.20217 0.51898 2.40319 0.1 0.0 -0.1
H 0.87607 1.67966 1.57983 0.0 -0.1 0.0
H -1.95813 1.28253 0.89342 0.1 -0.1 -0.1
H -1.67938 1.17488 -0.92092 0.0 -0.1 0.2
H -1.39244 -1.12893 1.17918 0.1 0.1 -0.1
H -1.09717 -1.31710 -0.62560 0.0 0.1 0.1
N 1.50504 -0.07334 -2.02275 0.2 -0.5 -0.3
C 1.73870 -1.20312 -2.38189 0.1 -0.1 -0.1
O 2.01675 -2.26031 -2.81916 -0.2 0.7 0.3
H 0.98264 0.21405 -1.17453 -0.1 -0.1 0.1
```
Positions in Å, forces in eV/Å.

## Properties
Calculated total energy in eV: -9304.33698
Spin multiplicity: 1
HOMO-LUMO gap in eV: 10.8077
LUMO energy in eV: 0.832
Max |F| in hartree/bohr: 0.015
Energy above the lowest of the compared OMol25 structures with the same formula, charge and spin in kcal/mol: 47.4